1.
ORCA calculation (ωB97M-V with the def2-TZVPD basis set) on a gas-phase ion, C10H15N2 (charge +1) in a non-equilibrium geometry.

```
27
Properties=species:S:1:pos:R:3
C -1.320 1.639 0.016
C 2.053 -1.897 -1.919
C 2.374 -0.640 -1.360
C 0.943 -2.578 -1.505
C 1.564 -0.123 -0.341
C 0.158 -2.089 -0.446
C 0.470 -0.876 0.182
N -1.761 0.849 -1.024
N -0.679 1.113 1.054
C -1.565 3.087 -0.122
C 0.064 -0.629 2.600
C -0.478 -0.336 1.226
H 2.723 -2.316 -2.685
H 3.236 -0.088 -1.730
H 0.722 -3.508 -2.025
H 1.905 0.831 0.089
H -0.677 -2.649 -0.149
H -2.148 1.255 -1.851
H -1.489 -0.110 -1.037
H -0.262 1.672 1.759
H -0.913 3.420 -0.917
H -1.404 3.655 0.819
H -2.570 3.275 -0.461
H -0.026 -1.726 2.770
H -0.560 -0.154 3.313
H 1.110 -0.332 2.660
H -1.468 -0.747 1.083
```

M   163.2 g/mol
Energy   -499.352402 hartree
E_LUMO   -3.06 eV
Net charge   +1
Orbital gap   9.61 eV
Energy relative to the best compared isomer or geometry (same formula, charge and spin)   0.0 kJ/mol
SMILES   C/C(N)=[NH+]/[C@H](C)c1ccccc1

---

2.
ORCA calculation (ωB97M-V with the def2-TZVPD basis set) on 3 unconnected molecules or ions with the total composition C4H12NOS2 in a non-equilibrium geometry.

```
20
Properties=species:S:1:pos:R:3
C -1.534 0.245 -1.626
C 0.980 -0.420 3.292
C -0.459 -0.663 -1.651
C -0.355 0.009 2.808
N 0.100 -1.137 -0.636
O -0.895 -0.251 1.737
S 2.323 1.273 -1.850
S -1.090 1.203 4.006
H -1.623 0.859 -2.615
H -1.313 0.794 -0.736
H -2.388 -0.460 -1.460
H 1.607 -0.842 2.578
H 0.809 -1.150 4.213
H 1.406 0.487 3.930
H -0.059 -0.822 -2.701
H 0.849 -1.705 -0.685
H -0.286 -0.744 0.281
H 2.877 0.705 -0.805
H 3.208 2.357 -1.941
H -2.413 1.091 3.685
```

M   154.3 g/mol
Energy   -1085.680454 hartree
E_LUMO   -3.88 eV
Net charge   +1
Orbital gap   9.28 eV
Energy relative to the best compared isomer or geometry (same formula, charge and spin)   154.4 kJ/mol

---

3.
ORCA calculation (ωB97M-V with the def2-TZVPD basis set) on C6H6O3S in the gas phase in a non-equilibrium geometry.

```
16
Properties=species:S:1:pos:R:3
C -1.633 0.306 0.368
C -1.409 -0.971 -0.333
C -0.610 1.281 0.739
C -0.273 -1.863 -0.504
C 0.900 1.268 0.343
C 1.663 0.093 -0.018
O -1.586 1.529 -0.321
O -1.222 -2.134 0.443
O 1.382 1.061 -0.956
S 3.102 -0.712 0.230
H -2.450 0.421 1.070
H -2.087 -0.988 -1.081
H -0.844 1.733 1.663
H 0.201 -2.401 -1.279
H 1.489 2.047 0.794
H 3.376 -0.669 -1.158
```

M   158.2 g/mol
Energy   -855.828132 hartree
E_LUMO (alpha / beta)   0.41 / 0.64 eV
Orbital gap (alpha / beta)   8.35 / 7.92 eV
Energy relative to the best compared isomer or geometry (same formula, charge and spin)   778.5 kJ/mol

---

4.
ORCA calculation (ωB97M-V with the def2-TZVPD basis set) on 3 unconnected molecules or ions with the total composition C15H40N3O4P.

```
63
Properties=species:S:1:pos:R:3
N 0.213 4.282 1.069
C -1.239 4.147 0.901
N -2.054 5.142 1.631
N -1.493 4.413 -0.502
C -1.645 2.755 1.407
P -0.549 1.296 0.853
C 0.568 -0.146 0.255
C 1.278 0.199 -1.062
C 0.349 0.074 -2.290
C 0.157 1.338 -3.141
O 1.271 2.240 -2.981
C 1.116 3.450 -3.534
O 0.083 4.058 -3.593
H 0.502 5.123 0.579
H 0.445 4.403 2.050
H -2.075 5.982 1.056
H -1.585 5.411 2.489
H -2.482 4.381 -0.710
H -0.972 3.816 -1.130
H -1.599 2.755 2.507
H -2.677 2.533 1.116
H -1.528 0.384 1.336
H -0.666 1.744 -0.507
H 0.459 1.688 1.772
H 0.007 -1.083 0.168
H 1.332 -0.275 1.033
H 2.121 -0.487 -1.198
H 1.696 1.205 -0.973
H -0.649 -0.200 -1.927
H 0.669 -0.757 -2.924
H -0.780 1.840 -2.892
H 0.102 1.074 -4.202
H 2.063 3.841 -3.930
C -2.456 -2.829 4.281
C -1.248 -2.149 4.902
O -1.066 -0.806 4.493
C -2.122 0.088 4.796
C -2.423 0.226 6.278
H -2.393 -2.798 3.192
H -2.498 -3.871 4.598
H -3.393 -2.355 4.579
H -0.338 -2.661 4.589
H -1.290 -2.218 5.996
H -3.029 -0.188 4.245
H -1.797 1.050 4.398
H -2.768 -0.710 6.717
H -3.205 0.971 6.428
H -1.531 0.544 6.821
C 4.332 -3.256 -3.675
C 3.319 -4.025 -2.844
O 2.000 -3.513 -2.922
C 1.410 -3.501 -4.208
C 1.276 -4.868 -4.855
H 4.345 -2.204 -3.384
H 5.329 -3.671 -3.521
H 4.114 -3.308 -4.742
H 3.583 -3.956 -1.789
H 3.337 -5.088 -3.107
H 1.950 -2.815 -4.872
H 0.418 -3.072 -4.054
H 2.245 -5.330 -5.043
H 0.762 -4.776 -5.812
H 0.701 -5.538 -4.215
```

M   357.5 g/mol
Energy   -1401.967790 hartree
E_LUMO   0.83 eV
Orbital gap   8.46 eV
SMILES   NC(N)(N)C[PH3]CCCCOC=O.CCOCC.CCOCC

---

5.
ORCA calculation (ωB97M-V with the def2-TZVPD basis set) on 2 unconnected molecules or ions with the total composition C5H9NOS2 in a non-equilibrium geometry.

```
18
Properties=species:S:1:pos:R:3
C -1.163 0.951 -0.916
C -0.954 2.164 -0.058
C 0.971 0.544 -0.521
C 0.915 -1.253 1.112
C -0.493 -1.697 1.003
N -0.157 0.209 -1.168
O -0.766 -2.431 -0.159
S 0.807 2.086 0.402
S 2.541 0.040 -1.140
H -2.125 0.731 -1.345
H -1.146 3.086 -0.612
H -1.574 2.160 0.839
H 1.197 -0.660 1.965
H 1.673 -1.861 0.653
H -0.747 -2.358 1.845
H -1.175 -0.824 1.075
H -0.494 -1.891 -0.917
H 2.691 1.008 -2.057
```

M   163.3 g/mol
Energy   -1122.175243 hartree
E_LUMO (alpha / beta)   0.04 / -0.30 eV
Orbital gap (alpha / beta)   7.67 / 7.53 eV
Energy relative to the best compared isomer or geometry (same formula, charge and spin)   186.3 kJ/mol

---

6.
ORCA calculation (ωB97M-V with the def2-TZVPD basis set) on a molecular structure, C16H10BrN2O5SV in a non-equilibrium geometry.

```
36
Properties=species:S:1:pos:R:3
V 1.134 0.572 0.226
Br -3.861 4.376 3.474
C -2.430 3.257 2.939
C -1.226 3.304 3.650
C -0.185 2.485 3.288
C -0.304 1.613 2.196
O 0.684 0.832 1.837
C -1.533 1.580 1.467
C -1.707 0.654 0.388
N -0.708 -0.018 -0.085
C -0.752 -1.099 -0.963
C -1.805 -1.577 -1.708
C -1.608 -2.687 -2.544
C -0.393 -3.315 -2.636
C 0.701 -2.872 -1.861
C 1.986 -3.458 -1.856
C 2.948 -2.958 -1.018
C 2.661 -1.863 -0.195
N 1.479 -1.266 -0.196
C 0.502 -1.765 -1.014
C -2.590 2.414 1.874
H -1.122 3.992 4.477
H 0.759 2.509 3.816
H -2.717 0.487 0.016
H -2.774 -1.097 -1.675
H -2.439 -3.053 -3.132
H -0.263 -4.159 -3.301
H 2.204 -4.290 -2.514
H 3.939 -3.387 -0.988
H 3.408 -1.438 0.461
H -3.521 2.397 1.323
O 2.640 2.923 -2.112
S 1.939 2.060 -1.230
O 0.982 2.675 -0.271
O 2.824 1.228 -0.282
O 1.148 0.945 -1.852
```

M   473.2 g/mol
Spin multiplicity   3
Energy   -5017.720502 hartree
E_LUMO (alpha / beta)   -1.43 / -1.45 eV
Orbital gap (alpha / beta)   6.13 / 7.31 eV
Energy relative to the best compared isomer or geometry (same formula, charge and spin)   145.3 kJ/mol

---

7.
ORCA calculation (ωB97M-V with the def2-TZVPD basis set) on a molecular structure, C51H55N8O8Tl in a non-equilibrium geometry.

```
123
Properties=species:S:1:pos:R:3
Tl -0.568 -0.757 0.209
C 5.512 -4.779 -1.462
C 4.446 -3.782 -1.154
C 4.555 -2.476 -1.596
C 3.492 -1.584 -1.476
C 3.485 -0.232 -1.917
N 4.354 0.681 -1.601
C 5.364 0.524 -0.568
C 4.729 0.245 0.808
C 4.420 1.472 1.660
N 3.330 2.301 1.200
C 2.319 2.643 1.922
C 1.826 1.927 3.072
C 1.844 2.439 4.356
C 1.226 1.791 5.422
C 1.381 2.273 6.824
C 0.410 0.721 5.113
C 0.270 0.225 3.813
C -0.721 -0.782 3.622
N -1.189 -1.291 2.544
C -2.164 -2.344 2.692
C -1.469 -3.703 2.594
C -1.144 -4.054 1.143
N -0.099 -3.245 0.553
C 1.051 -3.789 0.407
C 2.205 -3.290 -0.286
C 3.299 -4.142 -0.450
C 2.237 -1.993 -0.889
O 1.300 -1.152 -0.888
C 1.096 0.709 2.748
O 1.184 0.150 1.619
H 6.437 -4.290 -1.744
H 5.204 -5.406 -2.298
H 5.702 -5.432 -0.617
H 5.440 -2.169 -2.131
H 2.602 0.092 -2.460
H 4.201 1.614 -1.965
H 5.975 1.426 -0.549
H 6.017 -0.312 -0.821
H 5.421 -0.370 1.382
H 3.807 -0.320 0.681
H 5.304 2.119 1.710
H 4.180 1.143 2.674
H 3.377 2.667 0.247
H 1.717 3.472 1.556
H 2.395 3.348 4.540
H 2.326 2.791 6.957
H 1.328 1.438 7.517
H 0.581 2.968 7.074
H -0.167 0.260 5.900
H -1.165 -1.130 4.562
H -2.913 -2.264 1.905
H -2.672 -2.260 3.661
H -2.137 -4.462 3.000
H -0.561 -3.702 3.203
H -2.046 -3.904 0.540
H -0.859 -5.112 1.101
H 1.191 -4.801 0.806
H 3.253 -5.136 -0.028
C -5.042 -2.818 -0.212
C -5.014 -1.635 0.710
C -5.968 -1.523 1.711
C -5.993 -0.438 2.570
C -5.069 0.581 2.421
C -4.107 0.512 1.428
C -3.174 1.637 1.148
C -4.068 -0.606 0.588
N -3.083 -0.708 -0.399
C -3.364 -0.581 -1.635
C -4.676 -0.063 -2.115
C -2.354 -0.966 -2.646
C -2.847 -1.358 -3.999
N -1.129 -0.972 -2.318
C -0.099 -1.167 -3.244
C 0.340 -0.057 -3.980
C -0.366 1.256 -3.855
C 1.405 -0.224 -4.852
C 2.000 -1.462 -5.023
C 1.522 -2.559 -4.330
C 0.466 -2.430 -3.439
C -0.119 -3.623 -2.752
H -5.377 -3.704 0.322
H -4.071 -3.024 -0.661
H -5.758 -2.640 -1.016
H -6.720 -2.292 1.798
H -6.756 -0.372 3.329
H -5.115 1.463 3.042
H -3.364 2.472 1.813
H -3.337 1.970 0.124
H -2.130 1.324 1.240
H -5.191 0.461 -1.310
H -5.323 -0.869 -2.458
H -4.528 0.612 -2.953
H -3.737 -1.975 -3.916
H -2.078 -1.915 -4.529
H -3.106 -0.488 -4.600
H -0.571 1.489 -2.814
H -1.319 1.224 -4.383
H 0.227 2.055 -4.289
H 1.756 0.628 -5.415
H 2.818 -1.574 -5.717
H 1.955 -3.535 -4.489
H 0.649 -4.364 -2.546
H -0.871 -4.086 -3.394
H -0.592 -3.329 -1.817
O 1.696 2.230 -0.940
C 0.505 2.409 -0.702
O -0.398 1.566 -0.445
C -0.004 3.864 -0.644
C -1.365 4.120 -0.533
C -1.828 5.419 -0.376
C -0.958 6.496 -0.301
C 0.397 6.224 -0.404
C 0.881 4.935 -0.600
N 1.347 7.317 -0.244
O 2.509 7.006 -0.103
O 0.902 8.433 -0.236
N -3.264 5.645 -0.245
O -3.980 4.681 -0.399
O -3.628 6.761 0.017
H -2.066 3.303 -0.553
H -1.328 7.504 -0.159
H 1.947 4.794 -0.708
```

M   1112.4 g/mol
Energy   -3188.199846 hartree
E_LUMO   -6.08 eV
Net charge   +2
Orbital gap   6.36 eV
Energy relative to the best compared isomer or geometry (same formula, charge and spin)   112.5 kJ/mol

---

8.
ORCA calculation (ωB97M-V with the def2-TZVPD basis set) on C3H7N3 in the gas phase in a non-equilibrium geometry.

```
13
Properties=species:S:1:pos:R:3
C 2.384 0.274 0.023
C 0.120 -0.051 -0.005
C -2.321 -0.419 0.063
H 2.123 1.364 -0.173
H 2.918 0.225 1.002
H 3.177 -0.101 -0.718
H 0.025 1.068 0.017
H -0.786 -1.847 -0.104
H -3.042 -1.278 0.160
H -2.054 1.472 -0.191
N 1.244 -0.589 -0.021
N -1.015 -0.879 -0.047
N -2.772 0.761 -0.007
```

M   85.1 g/mol
Energy   -282.747679 hartree
E_LUMO   1.08 eV
Orbital gap   10.27 eV
Energy relative to the best compared isomer or geometry (same formula, charge and spin)   69.8 kJ/mol
SMILES   [H]/N=C\N/C=N/C

---

9.
ORCA calculation (ωB97M-V with the def2-TZVPD basis set) on 13 unconnected molecules or ions with the total composition C5H34O14 in a non-equilibrium geometry.

```
53
Properties=species:S:1:pos:R:3
O -1.329 1.622 2.552
C -1.314 1.284 1.239
O -0.499 0.505 0.828
C -2.373 1.879 0.358
C -2.288 1.294 -1.066
C -1.347 2.186 -1.866
C -3.676 1.283 -1.699
H 3.837 0.772 -0.285
H -3.323 1.654 0.859
H -2.350 2.964 0.267
H -1.995 0.258 -0.918
H -1.463 2.111 -2.947
H -1.557 3.246 -1.679
H -0.301 1.987 -1.693
H -3.684 0.873 -2.707
H -4.340 0.685 -1.060
H -4.241 2.210 -1.658
H 2.585 0.647 -2.758
H 1.106 0.807 -3.056
O 1.962 0.815 -3.468
H 0.525 -3.633 -2.802
H 1.578 -2.792 -1.987
O 0.638 -2.920 -2.172
H 0.761 -4.283 0.918
H 0.482 -3.482 -0.436
O 0.165 -4.169 0.178
H -2.606 -3.024 0.927
H -1.835 -4.042 0.104
O -2.613 -3.473 0.075
H -0.760 2.332 2.903
H 1.533 1.061 2.875
O 1.204 1.971 3.102
H 2.549 3.764 -2.031
H 1.167 3.745 -1.656
O 1.981 3.261 -1.467
H -0.036 -1.000 -3.075
H -1.383 -0.526 -2.735
O -0.646 -0.307 -3.317
H -0.388 0.535 3.518
H -0.213 -0.097 4.887
O -0.106 -0.290 3.950
H 1.592 2.410 2.332
H 3.265 1.790 -1.090
O 3.967 1.125 -1.179
H -0.260 -2.456 2.466
H -1.425 -2.024 3.104
O -1.172 -2.755 2.534
H 2.027 -0.885 -0.005
H 2.760 -0.833 -1.324
O 2.393 -1.455 -0.701
H 2.012 -0.989 2.456
H 3.304 -0.245 2.265
O 2.368 -0.175 2.074
```

M   318.3 g/mol
Energy   -1264.259887 hartree
E_LUMO   -0.28 eV
Orbital gap   9.59 eV
Energy relative to the best compared isomer or geometry (same formula, charge and spin)   191.6 kJ/mol

---

10.
ORCA calculation (ωB97M-V with the def2-TZVPD basis set) on a molecular structure, C25H45F6N3O4PReS3.

```
88
Properties=species:S:1:pos:R:3
Re 1.147 0.058 -0.561
F 5.470 2.220 -0.818
C 4.498 2.870 -1.389
F 4.654 3.018 -2.672
F 4.172 3.967 -0.773
S 2.918 1.706 -1.189
O 2.753 1.356 0.252
O 1.646 2.237 -1.660
N 3.111 0.243 -1.906
S 2.165 -0.299 -3.178
O 2.766 -1.439 -3.753
O 0.820 -0.571 -2.499
C 1.845 1.078 -4.520
F 2.823 1.945 -4.371
F 1.897 0.462 -5.662
F 0.675 1.605 -4.280
C 4.169 -3.915 -1.962
N 3.597 -3.122 -0.858
C 4.606 -2.372 -0.104
C 2.308 -3.085 -0.596
S 1.688 -1.740 0.501
N 1.435 -4.028 -0.911
C 1.796 -5.460 -0.978
C -0.002 -3.775 -1.011
H 4.792 -3.239 -2.548
H 3.385 -4.312 -2.593
H 4.787 -4.720 -1.569
H 5.294 -3.082 0.354
H 4.151 -1.778 0.684
H 5.156 -1.728 -0.788
H 2.792 -5.618 -0.583
H 1.725 -5.831 -1.999
H 1.079 -5.993 -0.354
H -0.194 -2.766 -1.361
H -0.500 -3.960 -0.057
H -0.404 -4.463 -1.754
C -2.389 4.758 0.097
C -1.161 4.613 1.008
C -0.432 3.279 0.774
C -1.486 2.210 0.464
C -2.053 2.474 -0.944
C -2.203 3.987 -1.203
P -0.965 0.472 0.670
C -0.619 0.081 2.440
C -1.725 0.628 3.394
C -1.228 1.814 4.213
C -0.091 1.385 5.140
C 0.846 0.381 4.452
C 0.776 0.507 2.928
C -2.263 -0.695 0.094
C -2.413 -0.866 -1.422
C -3.207 -2.152 -1.701
C -4.340 -2.364 -0.684
C -4.784 -1.040 -0.084
C -3.650 -0.376 0.716
H -2.572 5.810 -0.113
H -3.288 4.397 0.605
H -1.467 4.679 2.054
H -0.458 5.429 0.837
H 0.191 3.043 1.635
H 0.229 3.369 -0.091
H -2.287 2.315 1.207
H -3.015 1.972 -1.060
H -1.381 2.037 -1.696
H -3.053 4.148 -1.865
H -1.326 4.367 -1.734
H -0.664 -1.016 2.447
H -2.001 -0.184 4.071
H -2.638 0.882 2.855
H -2.052 2.229 4.793
H -0.900 2.616 3.544
H -0.509 0.926 6.036
H 0.469 2.261 5.470
H 0.581 -0.644 4.726
H 1.873 0.534 4.781
H 1.558 -0.121 2.482
H 1.006 1.534 2.644
H -1.924 -1.654 0.511
H -1.455 -0.893 -1.949
H -2.951 -0.009 -1.828
H -2.534 -3.013 -1.680
H -3.606 -2.101 -2.715
H -4.020 -3.037 0.118
H -5.182 -2.854 -1.170
H -5.634 -1.188 0.582
H -5.132 -0.372 -0.875
H -3.666 -0.727 1.748
H -3.822 0.704 0.741
```

M   879.0 g/mol
Spin multiplicity   2
Energy   -3657.099727 hartree
E_LUMO (alpha / beta)   -11.90 / -11.51 eV
Net charge   +3
Orbital gap (alpha / beta)   5.83 / 6.23 eV
Energy relative to the best compared isomer or geometry (same formula, charge and spin)   111.1 kJ/mol